(1)
The following is a quantum chemistry calculation of 2 unconnected molecules or ions with the total composition H2N4O at a distorted geometry, from OMol25.

Structure (XYZ):
```
7
H2N4O | OMol25 | ωB97M-V/def2-TZVPD
N 0.93 0.06 0.03
N 1.48 -0.34 0.93
N -1.91 0.76 -1.80
N 2.01 -0.56 1.96
O -2.76 -0.02 -2.23
H -2.30 1.42 -1.12
H 2.56 -1.32 2.24
```

* total energy: -8034.560 eV
* E_HOMO (spin up / spin down): -8.843 / -10.204 eV
* energy relative to the best compared isomer or geometry (same formula, charge and spin): 0.00 kJ/mol
* 2S+1: 3
* total charge: 0
* frontier orbital gap (spin up / spin down): 10.12 / 9.35 eV


(2)
The following is a quantum chemistry calculation of a single C6H11N molecule at a distorted geometry, from OMol25.

Structure (XYZ):
```
18
C6H11N | OMol25 | ωB97M-V/def2-TZVPD
C 1.93 1.16 0.51
N -0.99 0.89 1.25
C -0.33 0.10 0.20
C 1.16 -0.20 0.29
C 1.59 -1.21 -0.67
C -2.47 -0.63 -0.90
C -1.09 -0.42 -0.80
H 2.58 1.15 1.38
H 2.56 1.49 -0.32
H 1.26 1.98 0.70
H -0.79 1.88 1.12
H -1.93 0.85 0.87
H 1.74 -2.20 -0.29
H 1.86 -0.97 -1.69
H 1.08 -0.50 1.37
H -2.93 -0.41 -1.85
H -2.93 -0.92 0.04
H -0.47 -0.79 -1.62
```

* total energy: -7884.825 eV
* E_HOMO: -6.397 eV
* energy relative to the best compared isomer or geometry (same formula, charge and spin): 550.59 kJ/mol
* total charge: 0
* frontier orbital gap: 5.24 eV